No. 1
Entry from the Open Molecules 2025 dataset: a molecular structure, C10H10BClF4Pd in a non-equilibrium geometry (wB97M-V/def2-TZVPD).

Geometry as XYZ:
```
27
Properties=species:S:1:pos:R:3:lowdin_spin:R:1
Pd 0.37173 0.05538 -0.29769 0.910
Cl 1.74264 2.12030 -0.12185 0.066
F -0.00173 1.10715 5.57137 0.000
F -1.35098 -0.47810 6.62636 0.000
F -1.11600 -0.52715 4.31150 0.001
F 0.64940 -1.16470 5.71050 0.000
C 1.19084 2.00836 -3.74446 0.003
C -1.20489 -1.62637 1.12846 0.317
C 1.05865 -1.74179 0.45877 0.117
C -0.34864 -1.73374 -0.06238 0.086
C 0.11884 2.84861 -3.30885 0.002
C -0.80292 0.96789 -4.29620 0.005
C -1.11480 2.20685 -3.65026 0.003
C 0.94435 -1.87015 1.91973 0.304
C -0.41140 -2.00287 2.24296 0.111
C 0.62200 0.84345 -4.35275 0.014
B -0.44025 -0.25959 5.53966 0.000
H 2.24915 2.22318 -3.63247 0.000
H -0.60170 -2.00164 -1.08690 0.017
H -0.73678 -2.28237 3.23765 -0.001
H -2.26047 -1.39089 1.10842 0.018
H -1.52214 0.25638 -4.69217 0.000
H 1.17518 0.02440 -4.80264 0.000
H 1.76544 -1.93392 2.61410 0.014
H 1.90732 -2.05501 -0.14658 0.011
H 0.22714 3.80275 -2.80240 0.001
H -2.11001 2.60358 -3.47186 0.000
```

Output
Expectation value of S² ... 2.0198
HOMO-LUMO gap (spin up / spin down) ... 0.2228 / 0.1384 Ha
Lowest unoccupied orbital energy (spin up / spin down) ... 5.3 / 3.0 eV
E_tot ... -38084.6323 eV
HOMO (spin up / spin down) ... -0.75 / -0.73 eV
Total charge ... -2
Spin multiplicity ... 3

No. 2
Entry from the Open Molecules 2025 dataset: C15H16IN3O2S in the gas phase in a non-equilibrium geometry (wB97M-V/def2-TZVPD).

Geometry as XYZ:
```
38
Properties=species:S:1:pos:R:3:mulliken_charge:R:1
I -4.37514 2.57963 0.25067 0.012
S 0.88301 1.08783 -2.55645 -0.268
O 2.52638 2.99406 -0.60075 -0.482
O 1.68604 -1.18238 3.92788 -0.437
N -0.38484 -2.73235 1.81942 -0.609
N 2.15630 -1.67632 1.64691 -0.628
N -2.38007 -2.05871 -0.09971 -0.432
C -2.70265 1.42035 -0.42651 -0.821
C -0.81708 -0.58745 -1.17758 0.003
C -0.15178 -1.84806 0.80833 0.172
C 1.13937 -1.27680 0.70322 0.965
C 2.88492 0.15148 -0.37369 -1.664
C 2.68963 2.52695 0.72473 -0.661
C -3.12058 0.47388 -1.55453 -0.624
C 0.45222 -0.04877 -1.24695 1.223
C 1.47681 -0.39445 -0.28952 -0.247
C -2.57950 -2.89062 0.88800 -0.421
C -1.91732 -0.27212 -2.17302 -1.587
C 1.95272 -1.35812 2.81303 0.647
C -1.13210 -1.50469 -0.13113 0.452
C -1.59539 -3.21886 1.84834 -0.399
C 3.29138 1.12388 0.75424 -0.398
H -3.67781 1.02351 -2.31348 0.595
H -3.55697 -3.35633 0.96753 0.428
H -0.21292 1.86144 -2.54501 0.145
H -1.53620 0.29922 -3.01158 0.551
H 3.14832 0.67716 1.73575 0.255
H -2.35561 0.88220 0.44871 0.366
H -3.81238 -0.24255 -1.11217 0.347
H 1.82648 3.65028 -0.61854 0.308
H -1.85032 -3.91368 2.64154 0.440
H 1.77811 2.60757 1.32761 0.353
H -2.25748 -1.23905 -2.55069 0.313
H 4.37318 1.25905 0.66002 0.404
H -1.92635 2.09476 -0.78623 0.323
H 3.56062 -0.70412 -0.28191 0.401
H 3.41415 3.18797 1.22050 0.350
H 3.10285 0.60419 -1.33696 0.624
```

Output
HOMO-LUMO gap ... 0.2957 Ha
Lowest unoccupied orbital energy ... -0.6 eV
E_tot ... -43315.5188 eV
HOMO ... -8.65 eV
Spin multiplicity ... 1

No. 3
Entry from the Open Molecules 2025 dataset: 10 unconnected molecules or ions with the total composition C22H44Br16O6 in a non-equilibrium geometry (wB97M-V/def2-TZVPD).

Geometry as XYZ:
```
88
Properties=species:S:1:pos:R:3:mulliken_charge:R:1
Br -0.61035 -9.84417 -1.35628 -0.132
Br -9.41935 1.37401 1.60057 -0.160
Br -3.83884 -8.76277 -2.50678 -0.132
Br -6.26848 4.89775 0.96014 -0.153
Br 7.47301 4.26601 1.17876 -0.156
Br 5.98469 7.34881 -1.81277 -0.195
Br -7.66116 3.21066 -5.26118 -0.180
Br 1.70318 5.81288 6.45130 -0.159
Br 5.90517 -2.46301 -2.41770 -0.124
Br 0.83764 1.70776 0.99980 -0.185
Br -3.22687 3.38455 -6.54626 -0.168
Br -0.97826 -1.45107 -1.98120 -0.156
Br 3.76631 -4.34447 -0.77801 -0.109
Br -4.56492 -3.46632 3.47365 -0.151
Br -0.73927 9.80700 5.64480 -0.171
Br -7.53043 -4.53336 7.02924 -0.191
O 1.94863 -3.56148 6.55968 -0.285
O 3.37515 1.35877 -8.82357 -0.577
O 3.35594 -1.84356 6.09428 -0.281
O 3.47314 1.49888 -6.54702 -0.257
O 3.10200 -0.39011 -7.42832 -0.269
O 4.15043 -4.09450 6.01799 -0.554
C 0.31589 8.31334 6.49155 -0.645
C -8.65585 3.16533 1.15777 -0.556
C -3.14987 -8.75846 -0.65884 -0.594
C 3.50732 2.97182 -6.53624 -0.654
C -6.07811 -3.27708 4.71148 -0.499
C 6.07560 5.99957 -0.30352 -0.657
C 4.17901 -4.70705 -2.65773 -0.611
C 0.08112 0.09359 -1.35609 -0.506
C -0.23562 0.26777 0.09000 -0.653
C -7.16735 3.27165 1.60320 -0.585
C 3.35271 0.90687 -7.68207 0.757
C -6.03890 3.39178 -6.43008 -0.594
C 5.63923 -4.30223 -3.05993 -0.548
C 3.16617 -1.28040 -8.55527 -0.668
C 7.34790 5.26707 -0.49610 -0.563
C -1.70813 -8.32426 -0.71202 -0.640
C -6.04349 -4.52769 5.58984 -0.693
C 0.84461 7.28920 5.43793 -0.498
C 4.56960 -1.14550 5.70707 -0.638
C -4.84194 3.54313 -5.42950 -0.593
C 1.51947 -4.91102 6.83496 -0.591
C 3.26111 -3.23895 6.18253 0.712
H 5.02183 -0.48434 6.44629 0.269
H -9.24293 3.97183 1.59708 0.374
H -3.71462 -8.02457 -0.08388 0.342
H 1.16786 8.76975 6.99547 0.374
H -6.00907 -2.36766 5.30838 0.370
H 1.65417 7.77792 4.89584 0.336
H 4.44975 3.35837 -6.92419 0.307
H 5.37822 -1.74147 5.28393 0.318
H 2.70743 3.50682 -7.04814 0.300
H -6.14331 -5.45154 5.02007 0.405
H -0.26410 7.86227 7.29670 0.395
H 3.51048 -4.09063 -3.25872 0.329
H -4.85662 2.66830 -4.77945 0.366
H 0.44330 -5.02841 6.96219 0.244
H -1.39008 -8.08519 0.30276 0.343
H -6.19978 4.29651 -7.01633 0.375
H 3.98713 -1.09136 -9.24692 0.294
H 0.07154 6.80019 4.84519 0.368
H -5.95685 2.44336 -6.96100 0.392
H 6.17439 6.50252 0.65844 0.409
H 8.18261 5.94274 -0.68270 0.425
H 5.88195 -4.43881 -4.11374 0.371
H 1.13956 -0.04484 -1.57660 0.386
H 2.11891 -5.30846 7.65398 0.271
H -1.28490 0.54908 0.17940 0.385
H -4.82955 4.43364 -4.80105 0.403
H -7.06473 3.28480 2.68828 0.358
H 4.23277 -0.49485 4.90004 0.254
H -1.57260 -7.43130 -1.32225 0.412
H 7.15593 4.49618 -1.24241 0.340
H 5.20895 5.34137 -0.36511 0.396
H -0.24945 0.94680 -1.94843 0.345
H -6.61208 2.41120 1.22984 0.366
H 3.08008 -2.33641 -8.29927 0.242
H -8.77215 3.28225 0.08032 0.357
H -3.27822 -9.71714 -0.15631 0.402
H -7.00642 -3.18780 4.14724 0.368
H 3.93190 -5.75997 -2.79341 0.370
H -0.03795 -0.60842 0.70750 0.384
H -5.08873 -4.55261 6.11511 0.391
H 1.69334 -5.51994 5.94778 0.280
H 6.40653 -4.89427 -2.56110 0.322
H 2.23321 -1.10226 -9.09001 0.288
H 3.56487 3.19527 -5.47094 0.235
```

Output
ΔE to the lowest compared entry with this formula, charge and spin ... 41.1 kcal/mol
HOMO-LUMO gap ... 0.3594 Ha
Lowest unoccupied orbital energy ... -0.1 eV
E_tot ... -1156490.4818 eV
HOMO ... -9.85 eV
Spin multiplicity ... 1

No. 4
Entry from the Open Molecules 2025 dataset: 3 unconnected molecules or ions with the total composition C2H4O3 in a non-equilibrium geometry (wB97M-V/def2-TZVPD).

Geometry as XYZ:
```
9
Properties=species:S:1:pos:R:3:mulliken_charge:R:1
O -2.51053 0.14978 0.85143 -0.178
O -2.66445 -0.51421 -0.82144 -0.531
O 1.42520 -0.59624 -0.14390 -0.349
C 2.40840 -0.12409 -0.62152 -0.072
C -1.50244 -0.03422 1.40977 0.084
H -3.34013 -1.23252 -0.64088 0.285
H 3.51172 -0.64166 -0.59998 0.195
H 2.31351 0.80213 -1.30044 0.219
H -0.57791 -0.53895 1.32853 0.347
```

Output
ΔE to the lowest compared entry with this formula, charge and spin ... 153.6 kcal/mol
HOMO-LUMO gap (spin up / spin down) ... 0.3197 / 0.3708 Ha
Lowest unoccupied orbital energy (spin up / spin down) ... 0.4 / 0.4 eV
E_tot ... -8274.8991 eV
HOMO (spin up / spin down) ... -8.25 / -9.70 eV
Spin multiplicity ... 1

No. 5
Entry from the Open Molecules 2025 dataset: 10 unconnected molecules or ions with the total composition C5H31NO9 in a non-equilibrium geometry (wB97M-V/def2-TZVPD).

Geometry as XYZ:
```
46
Properties=species:S:1:pos:R:3:mulliken_charge:R:1
O 1.48198 3.41878 0.51047 -0.555
O 2.00055 0.59437 2.12452 -0.702
O -1.35387 -1.25612 2.77304 -0.641
O 2.04529 -1.87091 3.13921 -0.647
O -2.65313 -3.38444 1.96328 -0.662
O -0.45528 0.60889 1.08010 -0.727
O 2.69116 1.23727 -0.71768 -0.619
O 0.40326 -3.96203 0.43015 -0.579
O 0.91988 -1.55225 -0.29473 -0.529
N -0.86616 1.67756 -2.35269 -0.008
C 0.30573 0.72718 -2.45290 -0.348
C -0.34651 3.02893 -2.01545 -0.873
C -0.16133 -0.65421 -3.03675 -1.653
C -3.26007 1.38555 -1.91859 -1.315
C -1.85267 1.15712 -1.39760 -0.545
H -3.95322 1.32228 -1.08626 0.397
H -1.74099 -3.11320 1.81106 0.391
H -0.86409 -1.90019 3.30222 0.284
H -2.27367 -1.36301 3.05166 0.283
H -3.06439 -3.76704 1.18598 0.304
H 2.87566 1.12735 0.21795 0.307
H -1.83447 0.01317 -1.46754 0.167
H -0.63344 3.35231 -1.01840 0.284
H 1.89070 1.26083 2.82064 0.372
H 0.74316 2.92750 -2.11897 0.275
H -3.30145 2.44213 -2.30096 0.252
H -0.67332 3.76808 -2.74538 0.283
H 1.04145 1.25049 -3.04211 0.692
H -0.85690 -0.37280 -3.85571 0.398
H 1.57225 -2.10742 0.14905 0.280
H 1.67230 -0.99267 2.88671 0.379
H -3.38880 0.78075 -2.81447 0.285
H 0.83435 -4.15659 -0.41076 0.294
H 0.71482 -0.98648 -3.59145 0.474
H 1.77195 -2.41277 2.38818 0.252
H 1.24425 4.19773 -0.00511 0.299
H -0.28670 0.24194 0.20384 0.258
H 3.05359 1.94593 -1.25825 0.238
H 0.77172 3.04964 1.03117 0.292
H -0.86488 -0.11302 1.61270 0.374
H 1.49316 -0.75675 -0.26344 0.107
H -0.34316 -1.42846 -2.29956 0.236
H -1.51962 1.27580 -0.36421 0.792
H 1.10104 0.78630 1.71770 0.388
H 0.95588 -4.17595 1.18310 0.319
H 0.84910 0.55379 -1.53563 0.444
```

Output
ΔE to the lowest compared entry with this formula, charge and spin ... 84.9 kcal/mol
HOMO-LUMO gap ... 0.2999 Ha
Lowest unoccupied orbital energy ... 0.1 eV
E_tot ... -25603.5579 eV
HOMO ... -8.06 eV
Spin multiplicity ... 1

- What is the spin multiplicity in the fifth record?
  1

What did the second record say?
Entry from the Open Molecules 2025 dataset: C15H16IN3O2S in the gas phase in a non-equilibrium geometry (wB97M-V/def2-TZVPD).

Geometry as XYZ:
```
38
Properties=species:S:1:pos:R:3:mulliken_charge:R:1
I -4.37514 2.57963 0.25067 0.012
S 0.88301 1.08783 -2.55645 -0.268
O 2.52638 2.99406 -0.60075 -0.482
O 1.68604 -1.18238 3.92788 -0.437
N -0.38484 -2.73235 1.81942 -0.609
N 2.15630 -1.67632 1.64691 -0.628
N -2.38007 -2.05871 -0.09971 -0.432
C -2.70265 1.42035 -0.42651 -0.821
C -0.81708 -0.58745 -1.17758 0.003
C -0.15178 -1.84806 0.80833 0.172
C 1.13937 -1.27680 0.70322 0.965
C 2.88492 0.15148 -0.37369 -1.664
C 2.68963 2.52695 0.72473 -0.661
C -3.12058 0.47388 -1.55453 -0.624
C 0.45222 -0.04877 -1.24695 1.223
C 1.47681 -0.39445 -0.28952 -0.247
C -2.57950 -2.89062 0.88800 -0.421
C -1.91732 -0.27212 -2.17302 -1.587
C 1.95272 -1.35812 2.81303 0.647
C -1.13210 -1.50469 -0.13113 0.452
C -1.59539 -3.21886 1.84834 -0.399
C 3.29138 1.12388 0.75424 -0.398
H -3.67781 1.02351 -2.31348 0.595
H -3.55697 -3.35633 0.96753 0.428
H -0.21292 1.86144 -2.54501 0.145
H -1.53620 0.29922 -3.01158 0.551
H 3.14832 0.67716 1.73575 0.255
H -2.35561 0.88220 0.44871 0.366
H -3.81238 -0.24255 -1.11217 0.347
H 1.82648 3.65028 -0.61854 0.308
H -1.85032 -3.91368 2.64154 0.440
H 1.77811 2.60757 1.32761 0.353
H -2.25748 -1.23905 -2.55069 0.313
H 4.37318 1.25905 0.66002 0.404
H -1.92635 2.09476 -0.78623 0.323
H 3.56062 -0.70412 -0.28191 0.401
H 3.41415 3.18797 1.22050 0.350
H 3.10285 0.60419 -1.33696 0.624
```

Output
HOMO-LUMO gap ... 0.2957 Ha
Lowest unoccupied orbital energy ... -0.6 eV
E_tot ... -43315.5188 eV
HOMO ... -8.65 eV
Spin multiplicity ... 1